<a>
# C3H3NO3

C3H3NO3 in the gas phase (ωB97M-V/def2-TZVPD, the OMol25 dataset).

Its structure (SMILES) is O=COc1co[nH]1. As for the HOMO-LUMO gap: 9.2 eV. The LUMO energy comes out at 0.56 eV.

Cartesian coordinates (Å):
1 O -0.864 1.932 -0.640
2 C -1.142 0.940 -1.260
3 O -0.725 -0.321 -0.944
4 C 0.087 -0.437 0.142
5 C 0.665 0.294 1.122
6 O 1.409 -0.722 1.629
7 N 0.581 -1.683 0.588
8 H -1.772 0.877 -2.156
9 H 0.561 1.241 1.614
10 H 1.200 -2.121 -0.095

<b>
# C3H3NO3

C3H3NO3 in the gas phase (ωB97M-V/def2-TZVPD, the OMol25 dataset).

Its structure (SMILES) is [H]/N=C/C(=O)C(=O)O. As for the HOMO-LUMO gap: 9.3 eV. The LUMO energy comes out at -0.40 eV.

Cartesian coordinates (Å):
1 H -2.523 0.673 -0.738
2 N -1.541 0.410 -0.697
3 C -0.967 0.620 0.394
4 C 0.188 -0.406 0.987
5 O 0.470 -0.601 2.133
6 C 1.199 -0.241 -0.162
7 O 1.261 0.888 -0.625
8 O 1.446 -1.338 -0.853
9 H -1.393 1.122 1.270
10 H 1.861 -1.128 -1.708

Of them, <a> has the lowest stability.

<a>
# CHO4PS

A molecular structure, CHO4PS (ωB97M-V/def2-TZVPD, the OMol25 dataset).

As for the HOMO-LUMO gap (alpha / beta): 6.3 / 6.4 eV. The total charge is -2. The LUMO energy (alpha / beta) comes out at 6.22 / 6.28 eV.

Cartesian coordinates (Å):
1 C 0.527 0.286 0.459
2 O -1.859 0.354 -0.475
3 O -0.404 -1.487 -1.280
4 O -1.536 -1.817 0.936
5 O 1.710 2.300 -0.656
6 P -1.068 -0.850 -0.079
7 S 0.504 1.391 -0.697
8 H 2.128 -0.178 1.793

<b>
# CHO4PS

A gas-phase ion, CHO4PS (charge -2) (ωB97M-V/def2-TZVPD, the OMol25 dataset).

Its structure (SMILES) is O=P([O-])([O-])OC=S. As for the HOMO-LUMO gap: 5.9 eV. The total charge is -2. The LUMO energy comes out at 5.63 eV.

Cartesian coordinates (Å):
1 O 1.689 -1.033 -1.602
2 P 1.206 -0.255 -0.405
3 O 0.980 1.232 -0.576
4 O 1.713 -0.759 0.920
5 O -0.619 -0.673 -0.150
6 C -1.252 0.275 0.376
7 S -2.768 -0.045 1.000
8 H -0.949 1.259 0.437

Of them, <a> has the lowest stability.

<a>
# C17H26O5

C17H26O5 in the gas phase (ωB97M-V/def2-TZVPD, the OMol25 dataset).

Its structure (SMILES) is COOC(=O)[C@H]1C(C(=O)OC)=CC[C@@H]2C(C)(C)CCC[C@@]12C. As for the HOMO-LUMO gap: 10.0 eV. The LUMO energy comes out at 0.64 eV.

Cartesian coordinates (Å):
1 C 0.980 -3.908 2.277
2 O 0.386 -2.660 2.438
3 O 0.404 -2.019 1.101
4 C 1.419 -1.103 0.971
5 O 2.308 -0.933 1.787
6 C 1.393 -0.147 -0.289
7 C 0.870 -0.976 -1.457
8 C 1.820 -1.918 -2.138
9 O 2.988 -1.971 -1.729
10 O 1.264 -2.693 -3.071
11 C 2.112 -3.562 -3.805
12 C -0.428 -0.830 -1.925
13 C -1.430 0.140 -1.311
14 C -0.955 0.745 0.011
15 C -1.890 1.735 0.753
16 C -3.297 1.111 0.918
17 C -2.095 3.097 0.016
18 C -1.342 2.015 2.235
19 C 0.104 1.502 2.469
20 C 0.961 1.916 1.253
21 C 0.561 1.128 -0.083
22 C 0.899 2.128 -1.236
23 H 1.891 -3.876 1.679
24 H 0.259 -4.613 1.793
25 H 1.265 -4.310 3.251
26 H 2.445 0.154 -0.458
27 H 1.629 -4.114 -4.605
28 H 2.581 -4.292 -3.090
29 H 2.894 -3.013 -4.312
30 H -0.721 -1.445 -2.785
31 H -1.559 0.946 -2.028
32 H -2.346 -0.385 -1.183
33 H -1.047 -0.091 0.686
34 H -3.954 1.892 1.417
35 H -3.221 0.252 1.580
36 H -3.760 0.838 -0.039
37 H -2.912 3.690 0.404
38 H -2.280 3.003 -1.025
39 H -1.217 3.691 0.164
40 H -1.380 3.105 2.398
41 H -1.998 1.580 2.978
42 H 0.091 0.404 2.563
43 H 0.470 1.892 3.412
44 H 2.008 1.720 1.475
45 H 0.931 2.987 1.134
46 H 1.928 2.441 -1.193
47 H 0.308 3.045 -1.174
48 H 0.660 1.699 -2.230

<b>
# C17H26O5

C17H26O5 in the gas phase (ωB97M-V/def2-TZVPD, the OMol25 dataset).

Its structure (SMILES) is CC(=O)O[C@@H](C[C@H](C)O)C1=CC[C@H]2[C@H](C[C@@H]1C)OC(=O)[C@@H]2C. As for the HOMO-LUMO gap: 9.8 eV. The LUMO energy comes out at 0.59 eV.

Cartesian coordinates (Å):
1 C -2.938 1.177 -4.244
2 C -2.748 0.327 -3.003
3 O -3.767 -0.230 -2.597
4 O -1.538 0.335 -2.373
5 C -1.409 -0.199 -1.035
6 C -1.036 -1.703 -0.993
7 C -2.256 -2.641 -1.004
8 C -1.761 -4.071 -0.703
9 O -2.854 -2.633 -2.280
10 C -0.281 0.576 -0.302
11 C 0.976 0.647 -0.854
12 C 2.249 1.197 -0.230
13 C 2.324 1.022 1.296
14 C 1.476 -0.085 1.962
15 C 0.061 0.458 2.269
16 C -0.525 1.245 1.058
17 C -1.998 1.516 1.354
18 O 2.141 -0.402 3.169
19 C 3.435 -0.082 3.056
20 O 4.308 -0.380 3.863
21 C 3.749 0.649 1.756
22 C 4.599 1.876 1.999
23 H -2.730 2.199 -3.909
24 H -3.988 1.133 -4.576
25 H -2.297 0.855 -5.060
26 H -2.322 -0.012 -0.494
27 H -0.337 -1.973 -1.794
28 H -0.517 -1.881 -0.027
29 H -3.002 -2.355 -0.261
30 H -0.921 -4.345 -1.325
31 H -2.546 -4.834 -0.841
32 H -1.398 -4.140 0.328
33 H -3.352 -1.780 -2.439
34 H 1.072 0.219 -1.808
35 H 2.341 2.237 -0.522
36 H 3.067 0.657 -0.718
37 H 2.083 1.998 1.709
38 H 1.407 -0.924 1.287
39 H 0.124 1.141 3.112
40 H -0.527 -0.383 2.618
41 H -0.051 2.227 0.978
42 H -2.472 2.074 0.520
43 H -2.548 0.615 1.579
44 H -2.015 2.154 2.250
45 H 4.251 0.003 1.109
46 H 5.603 1.538 2.213
47 H 4.221 2.467 2.828
48 H 4.644 2.509 1.079

Of them, <a> has the lowest stability.

<a>
# H2N4O

2 unconnected molecules or ions with the total composition H2N4O (ωB97M-V/def2-TZVPD, the OMol25 dataset).

As for the HOMO-LUMO gap: 9.0 eV. The LUMO energy comes out at 0.69 eV.

Cartesian coordinates (Å):
1 N 1.065 -0.605 0.005
2 N -0.453 0.668 0.179
3 N 2.128 -0.260 0.028
4 N -1.609 0.182 0.041
5 O 3.215 0.118 0.020
6 H -2.408 -0.073 0.715
7 H -1.938 -0.031 -0.988

<b>
# H2N4O

2 unconnected molecules or ions with the total composition H2N4O (ωB97M-V/def2-TZVPD, the OMol25 dataset).

As for the HOMO-LUMO gap: 9.2 eV. The LUMO energy comes out at 0.88 eV.

Cartesian coordinates (Å):
1 N 0.662 -1.180 -1.656
2 N 0.023 -0.500 -2.250
3 N -0.014 0.369 1.703
4 N -0.359 0.118 0.592
5 O -0.622 0.206 -2.895
6 H -0.036 1.338 2.122
7 H 0.346 -0.352 2.384

Of them, <a> has the lowest stability.

<a>
# C23H29N3O5S

C23H29N3O5S in the gas phase (ωB97M-V/def2-TZVPD, the OMol25 dataset).

Its structure (SMILES) is COc1ccc(N(CC(=O)NC2CCCCC2)C(=O)CNC(=O)c2cccs2)cc1OC. As for the HOMO-LUMO gap: 8.8 eV. The LUMO energy comes out at 0.54 eV.

Cartesian coordinates (Å):
1 C -5.412 -4.432 -0.464
2 O -5.236 -3.069 -0.763
3 C -4.172 -2.420 -0.224
4 C -3.233 -2.988 0.620
5 C -2.180 -2.237 1.126
6 C -2.049 -0.911 0.762
7 N -0.998 -0.105 1.283
8 C -1.392 1.026 2.116
9 C -1.464 2.320 1.286
10 O -2.518 2.781 0.891
11 N -0.260 2.853 1.046
12 C -0.049 3.999 0.185
13 C 0.571 3.561 -1.144
14 C 0.810 4.768 -2.045
15 C 1.711 5.784 -1.350
16 C 1.093 6.222 -0.026
17 C 0.856 5.017 0.879
18 C 0.298 -0.271 0.974
19 O 1.179 0.465 1.405
20 C 0.630 -1.391 0.000
21 N 2.053 -1.423 -0.214
22 C 2.730 -2.599 -0.216
23 O 2.169 -3.680 -0.220
24 C 4.194 -2.483 -0.264
25 C 5.071 -3.532 -0.302
26 C 6.418 -3.125 -0.339
27 C 6.553 -1.772 -0.330
28 S 5.040 -0.967 -0.275
29 C -2.991 -0.318 -0.077
30 C -4.057 -1.050 -0.565
31 O -5.031 -0.555 -1.365
32 C -4.989 0.815 -1.696
33 H -4.561 -5.032 -0.800
34 H -5.569 -4.592 0.608
35 H -6.305 -4.737 -1.007
36 H -3.313 -4.023 0.909
37 H -1.478 -2.691 1.806
38 H -2.376 0.816 2.536
39 H -0.656 1.141 2.916
40 H 0.561 2.329 1.331
41 H -1.036 4.438 0.005
42 H -0.094 2.848 -1.638
43 H 1.519 3.055 -0.944
44 H 1.266 4.443 -2.982
45 H -0.148 5.236 -2.283
46 H 1.860 6.651 -1.995
47 H 2.689 5.333 -1.163
48 H 1.751 6.935 0.476
49 H 0.142 6.722 -0.218
50 H 0.396 5.333 1.817
51 H 1.811 4.540 1.113
52 H 0.095 -1.205 -0.941
53 H 0.322 -2.371 0.373
54 H 2.533 -0.560 0.012
55 H 4.739 -4.554 -0.302
56 H 7.249 -3.806 -0.371
57 H 7.454 -1.192 -0.352
58 H -2.888 0.727 -0.315
59 H -4.988 1.448 -0.804
60 H -4.111 1.051 -2.306
61 H -5.891 1.002 -2.275

<b>
# C23H29N3O5S

C23H29N3O5S in the gas phase (ωB97M-V/def2-TZVPD, the OMol25 dataset).

Its structure (SMILES) is CCCCCCOc1ccc(N2C(=O)C[C@H](NCc3ccc(S(N)(=O)=O)cc3)C2=O)cc1. As for the HOMO-LUMO gap: 8.8 eV. The LUMO energy comes out at 0.38 eV.

Cartesian coordinates (Å):
1 C 2.904 -5.529 0.035
2 C 1.684 -5.410 0.942
3 C 0.446 -6.151 0.421
4 C -0.499 -5.326 -0.457
5 C 0.052 -4.961 -1.842
6 C 0.580 -3.530 -1.908
7 O -0.552 -2.674 -2.012
8 C -0.375 -1.334 -1.939
9 C -1.540 -0.563 -1.996
10 C -1.491 0.805 -1.852
11 C -0.270 1.435 -1.638
12 N -0.230 2.830 -1.364
13 C 0.821 3.668 -1.714
14 O 1.788 3.345 -2.347
15 C 0.516 5.056 -1.189
16 C -0.758 4.912 -0.368
17 N -0.613 5.203 1.053
18 C 0.393 4.462 1.802
19 C 0.242 2.957 1.823
20 C 1.267 2.143 1.356
21 C 1.122 0.766 1.348
22 C -0.059 0.211 1.792
23 S -0.236 -1.557 1.786
24 N -1.717 -1.774 1.041
25 O 0.806 -2.124 0.972
26 O -0.376 -2.031 3.132
27 C -1.084 0.996 2.278
28 C -0.927 2.370 2.302
29 C -1.206 3.470 -0.623
30 O -2.225 2.980 -0.209
31 C 0.897 0.683 -1.645
32 C 0.850 -0.689 -1.805
33 H 2.734 -5.065 -0.932
34 H 3.159 -6.576 -0.126
35 H 3.758 -5.039 0.497
36 H 1.443 -4.358 1.101
37 H 1.951 -5.829 1.915
38 H 0.759 -7.044 -0.126
39 H -0.136 -6.488 1.283
40 H -0.762 -4.411 0.075
41 H -1.417 -5.906 -0.586
42 H 0.845 -5.653 -2.122
43 H -0.740 -5.044 -2.589
44 H 1.217 -3.395 -2.793
45 H 1.143 -3.278 -1.005
46 H -2.484 -1.063 -2.148
47 H -2.403 1.377 -1.886
48 H 0.384 5.725 -2.040
49 H 1.356 5.436 -0.611
50 H -1.547 5.584 -0.725
51 H -1.522 5.079 1.488
52 H 1.379 4.721 1.408
53 H 0.340 4.843 2.827
54 H 2.184 2.588 0.996
55 H 1.905 0.112 1.000
56 H -2.306 -2.402 1.563
57 H -1.637 -2.044 0.074
58 H -1.988 0.528 2.629
59 H -1.723 2.992 2.684
60 H 1.853 1.168 -1.535
61 H 1.771 -1.247 -1.795

Of them, <b> has the lowest stability.